This record from the Open Molecules 2025 dataset describes C4H12N2 in the gas phase at a distorted geometry. The level of theory is ωB97M-V/def2-TZVPD.

Last column: natural (NBO) charge in e.
Element x y z (Å)
C: -0.334 -0.586 2.201  -0.408
N: 0.272 -0.918 0.925  -0.664
C: -0.631 -0.891 -0.213  -0.046
N: -0.262 0.154 -1.146  -0.445
C: 1.003 -0.063 -1.832  -0.416
C: -0.344 1.525 -0.501  -0.428
H: -1.272 -1.125 2.366  0.195
H: -0.520 0.488 2.291  0.161
H: 0.342 -0.879 3.012  0.197
H: 1.121 -0.398 0.746  0.358
H: -0.593 -1.868 -0.711  0.180
H: -1.674 -0.761 0.104  0.180
H: 1.878 0.085 -1.188  0.154
H: 1.095 0.632 -2.674  0.201
H: 1.061 -1.074 -2.253  0.207
H: -0.149 2.270 -1.279  0.202
H: 0.374 1.722 0.301  0.169
H: -1.367 1.688 -0.149  0.204

Output
* SMILES: CNCN(C)C
* maximum force: 1.7 eV Å⁻¹
* Kohn-Sham gap: 9.190 eV
* 2S+1: 1

---

This record from the Open Molecules 2025 dataset describes a molecular structure, C13H18N5O2PtS. The level of theory is ωB97M-V/def2-TZVPD.

Last column: natural (NBO) charge in e.
Element x y z (Å)
Pt: -0.343 1.095 0.556  1.221
C: -1.390 -0.703 4.273  -0.687
C: -1.278 -0.204 2.884  0.332
N: -0.165 0.210 2.363  -0.158
N: 1.033 0.139 2.979  -0.339
C: 1.955 -0.149 2.094  0.307
N: 3.198 -0.411 2.433  -0.699
S: 1.504 -0.262 0.365  0.233
C: -2.368 -0.289 1.914  0.122
C: -3.624 -0.801 2.163  -0.155
C: -4.486 -1.019 1.089  -0.069
C: -4.068 -0.731 -0.200  -0.183
C: -2.809 -0.185 -0.399  0.088
N: -2.003 0.028 0.645  -0.388
H: -0.446 -0.619 4.800  0.289
H: -1.712 -1.748 4.266  0.285
H: -2.153 -0.125 4.802  0.285
H: 3.445 -0.474 3.414  0.456
H: 3.918 -0.622 1.757  0.445
H: -3.915 -1.055 3.172  0.276
H: -5.473 -1.428 1.262  0.281
H: -4.706 -0.908 -1.055  0.286
H: -2.446 0.098 -1.378  0.257
O: 0.828 2.966 0.328  -0.631
C: -0.194 3.477 -0.186  0.799
O: -1.232 2.731 -0.328  -0.661
C: -0.273 4.919 -0.608  -0.167
N: 1.102 5.530 -0.732  -0.505
C: 1.020 6.985 -0.225  -0.214
C: -0.460 7.205 0.054  -0.432
C: -0.991 5.818 0.412  -0.400
H: -0.766 4.975 -1.579  0.278
H: 1.437 5.500 -1.696  0.457
H: 1.775 4.998 -0.173  0.455
H: 1.438 7.631 -0.992  0.261
H: 1.637 7.041 0.668  0.243
H: -0.969 7.597 -0.827  0.247
H: -0.602 7.917 0.863  0.282
H: -2.070 5.734 0.312  0.274
H: -0.710 5.537 1.430  0.230

Output
* maximum force: 1.0 eV Å⁻¹
* Kohn-Sham gap (alpha / beta): 6.074 / 6.073 eV
* 2S+1: 1
* charge: +3

---

This record from the Open Molecules 2025 dataset describes a molecular structure, C4H2BeO2 at a distorted geometry. The level of theory is ωB97M-V/def2-TZVPD.

Last column: natural (NBO) charge in e.
Element x y z (Å)
H: 0.150 -2.164 -0.735  0.255
C: 0.299 -1.144 -0.372  -0.119
C: -0.670 -0.233 -0.278  0.046
O: 1.586 -0.971 0.018  -0.350
O: 1.840 0.350 0.533  -0.799
Be: 2.473 0.352 -0.608  1.768
C: -1.954 1.196 0.555  0.111
C: -1.362 0.912 -0.530  -0.171
H: -2.361 1.702 1.417  0.258

Output
* maximum force: 6.2 eV Å⁻¹
* <S²>: 0.78
* Kohn-Sham gap (alpha / beta): 4.782 / 5.277 eV
* 2S+1: 2
* charge: +1

---

This record from the Open Molecules 2025 dataset describes 14 unconnected molecules or ions with the total composition C2H34N3O13 at a distorted geometry. The level of theory is ωB97M-V/def2-TZVPD.

Last column: natural (NBO) charge in e.
Element x y z (Å)
C: 1.087 0.589 -0.544  -0.436
N: -0.370 0.619 -0.833  -0.609
C: -1.046 1.708 -1.237  0.673
N: -2.303 1.452 -1.675  -0.818
N: -0.426 2.862 -1.377  -0.753
H: 1.528 1.414 -1.085  0.226
H: 1.318 -0.388 -0.962  0.216
H: 1.282 0.546 0.525  0.233
H: -0.832 -0.281 -0.905  0.450
H: -2.480 0.509 -1.997  0.443
H: -2.910 2.169 -2.033  0.420
H: -1.002 3.660 -1.591  0.416
H: 0.414 3.106 -0.833  0.466
H: -3.093 -1.309 0.028  0.508
H: -3.256 -2.082 -1.323  0.494
O: -2.863 -1.310 -0.910  -0.992
H: 1.044 -1.644 1.699  0.480
H: -0.144 -0.743 2.303  0.503
O: 0.124 -1.652 2.012  -1.019
H: 2.894 -3.792 -0.091  0.510
H: 1.448 -3.466 0.306  0.488
O: 2.365 -3.373 0.597  -0.979
H: -0.509 -4.471 0.908  0.492
H: -0.839 -3.015 1.381  0.528
O: -0.728 -3.591 0.580  -1.010
H: -0.666 3.949 1.969  0.486
H: -0.710 2.612 1.264  0.459
O: -1.045 3.505 1.206  -0.943
H: 2.636 -1.698 1.251  0.495
H: 3.514 -1.702 2.462  0.497
O: 2.921 -1.114 1.979  -0.994
H: 1.461 1.658 3.089  0.494
H: 2.493 0.758 2.436  0.525
O: 2.043 1.614 2.324  -0.971
H: 2.765 -1.734 -1.744  0.463
H: 1.711 -2.704 -2.347  0.490
O: 2.662 -2.583 -2.177  -0.962
H: -1.343 0.407 3.448  0.500
H: -1.714 0.858 1.973  0.512
O: -1.017 0.580 2.575  -0.976
H: 0.052 0.031 -3.190  0.464
H: 0.327 0.172 -4.641  0.481
O: -0.179 0.598 -3.938  -0.943
H: 1.888 2.669 1.208  0.500
H: 2.444 3.785 0.355  0.481
O: 1.607 3.370 0.596  -0.998
H: -0.180 -2.549 -0.836  0.516
H: -0.621 -2.563 -2.249  0.488
O: 0.022 -2.108 -1.688  -1.002
H: -4.298 0.830 1.135  0.502
H: -2.938 0.831 0.384  0.486
O: -3.381 0.549 1.198  -0.978

Output
* maximum force: 2.2 eV Å⁻¹
* Kohn-Sham gap: 10.862 eV
* 2S+1: 1
* charge: +1

---

This record from the Open Molecules 2025 dataset describes C18H34O2 in the gas phase. The level of theory is ωB97M-V/def2-TZVPD.

Last column: natural (NBO) charge in e.
Element x y z (Å)
C: 2.543 2.209 -1.182  -0.618
C: 1.885 3.584 -1.161  -0.386
C: 0.848 3.742 -0.049  -0.387
C: -0.347 2.800 -0.193  -0.399
C: -1.481 3.182 0.758  -0.384
C: -2.689 2.250 0.655  -0.395
C: -2.462 0.906 1.343  -0.385
C: -3.685 -0.020 1.265  -0.441
C: -3.914 -0.531 -0.123  -0.174
C: -3.711 -1.761 -0.571  -0.185
C: -3.220 -2.950 0.195  -0.439
C: -1.860 -3.432 -0.323  -0.379
C: -0.768 -2.390 -0.104  -0.401
C: 0.607 -2.891 -0.540  -0.373
C: 1.691 -1.840 -0.315  -0.397
C: 3.075 -2.354 -0.702  -0.385
C: 4.153 -1.291 -0.488  -0.513
C: 4.359 -1.004 0.978  0.799
O: 4.391 -1.820 1.858  -0.601
O: 4.526 0.306 1.212  -0.690
H: 2.990 1.984 -0.216  0.212
H: 3.326 2.180 -1.937  0.208
H: 1.815 1.438 -1.417  0.198
H: 1.405 3.768 -2.126  0.191
H: 2.658 4.344 -1.027  0.198
H: 1.327 3.572 0.918  0.192
H: 0.486 4.773 -0.060  0.197
H: -0.032 1.777 0.009  0.196
H: -0.716 2.842 -1.220  0.192
H: -1.109 3.183 1.785  0.193
H: -1.800 4.201 0.524  0.198
H: -3.552 2.735 1.119  0.198
H: -2.925 2.092 -0.399  0.195
H: -2.227 1.087 2.395  0.198
H: -1.608 0.396 0.894  0.200
H: -3.539 -0.850 1.957  0.205
H: -4.569 0.535 1.591  0.206
H: -4.275 0.214 -0.821  0.194
H: -3.908 -1.969 -1.617  0.194
H: -3.136 -2.726 1.258  0.200
H: -3.946 -3.761 0.078  0.213
H: -1.937 -3.660 -1.389  0.194
H: -1.589 -4.355 0.196  0.200
H: -0.733 -2.126 0.955  0.193
H: -1.021 -1.486 -0.664  0.203
H: 0.858 -3.792 0.024  0.195
H: 0.577 -3.161 -1.598  0.192
H: 1.699 -1.551 0.738  0.199
H: 1.457 -0.949 -0.903  0.193
H: 3.073 -2.655 -1.751  0.203
H: 3.320 -3.227 -0.095  0.218
H: 3.902 -0.361 -0.996  0.228
H: 5.108 -1.652 -0.877  0.240
H: 4.683 0.465 2.157  0.496

Output
* SMILES: CCCCCCCC/C=C\CCCCCCCC(=O)O
* maximum force: 0.7 eV Å⁻¹
* Kohn-Sham gap: 9.862 eV
* 2S+1: 1

---

This record from the Open Molecules 2025 dataset describes a molecular structure, C32H82FI2N3NbO14S12 at a distorted geometry. The level of theory is ωB97M-V/def2-TZVPD.

Last column: Löwdin charge in e.
Element x y z (Å)
C: -5.860 -0.987 0.162  -0.153
O: -4.566 -0.743 -0.304  -0.291
C: -3.991 0.397 0.366  -0.383
Nb: -1.810 -0.011 1.007  1.359
I: -2.954 -0.898 3.451  0.143
C: 0.308 0.078 1.775  -0.340
C: 0.747 -0.202 3.230  -0.388
C: 1.476 -1.547 3.329  -0.666
I: 0.432 -3.220 4.153  0.749
C: -1.827 -2.178 0.393  -0.404
C: -0.507 -2.869 0.018  -0.539
S: 0.266 -2.468 -1.583  0.970
C: 1.797 -1.805 -1.158  -0.714
N: 2.131 -0.602 -1.080  0.064
N: 3.466 -0.546 -0.731  0.068
C: 3.836 -1.752 -0.617  -0.253
O: 2.882 -2.619 -0.859  0.022
N: -1.078 0.637 -0.778  -0.014
C: -1.919 0.796 -1.722  -0.478
C: -2.355 2.191 -2.015  -0.055
C: -2.489 -0.229 -2.621  -0.047
S: -1.910 2.503 1.809  0.464
O: -0.999 3.341 1.075  -0.419
O: -1.699 2.607 3.227  -0.440
F: -3.431 3.144 1.601  -0.325
H: -6.481 -0.091 0.111  0.083
H: -5.858 -1.336 1.198  0.075
H: -6.331 -1.763 -0.437  0.077
H: -4.541 0.545 1.291  -0.006
H: -4.140 1.333 -0.177  0.038
H: 0.953 -0.521 1.137  0.006
H: 0.615 1.101 1.551  0.033
H: 1.552 0.500 3.462  0.093
H: 0.014 -0.036 4.011  0.043
H: 2.346 -1.427 3.960  0.018
H: 1.862 -1.837 2.361  0.015
H: -2.189 -2.763 1.235  -0.014
H: -2.534 -2.375 -0.410  0.027
H: 0.222 -2.845 0.817  0.034
H: -0.738 -3.925 -0.089  0.057
H: 4.843 -2.015 -0.370  0.126
H: -1.912 2.825 -1.258  0.049
H: -1.911 2.523 -2.952  0.064
H: -3.432 2.284 -2.042  0.077
H: -2.365 -1.247 -2.288  0.043
H: -1.950 -0.140 -3.565  0.098
H: -3.507 0.023 -2.859  0.059
C: 3.644 -6.101 3.325  -0.347
S: 2.459 -6.578 2.067  0.846
O: 1.160 -6.797 2.757  -0.561
C: 3.152 -8.205 1.739  -0.285
H: 3.364 -5.118 3.698  0.025
H: 3.621 -6.816 4.141  0.079
H: 4.643 -6.057 2.886  0.047
H: 3.164 -8.791 2.659  0.058
H: 4.162 -8.094 1.343  0.045
H: 2.523 -8.695 0.999  0.055
C: -5.027 2.749 -6.642  -0.270
S: -5.346 1.825 -5.132  0.834
O: -4.073 1.168 -4.748  -0.534
C: -6.376 0.561 -5.886  -0.284
H: -4.357 3.570 -6.394  0.047
H: -4.557 2.097 -7.379  0.052
H: -5.966 3.147 -7.028  0.048
H: -5.814 0.052 -6.673  0.058
H: -7.275 1.021 -6.297  0.054
H: -6.657 -0.150 -5.118  0.013
C: 1.008 6.072 -3.766  -0.283
S: -0.424 5.217 -4.421  0.808
O: -0.532 3.948 -3.663  -0.534
C: 0.293 4.862 -6.034  -0.273
H: 0.795 6.357 -2.740  0.041
H: 1.870 5.405 -3.788  0.066
H: 1.205 6.966 -4.352  0.034
H: 1.211 4.288 -5.909  0.056
H: 0.497 5.800 -6.552  0.048
H: -0.429 4.280 -6.603  0.043
C: 3.444 -5.526 8.758  -0.264
S: 3.376 -6.729 7.423  0.848
O: 4.087 -6.133 6.263  -0.574
C: 1.620 -6.549 7.092  -0.248
H: 4.478 -5.445 9.086  0.048
H: 3.095 -4.559 8.396  0.063
H: 2.824 -5.870 9.586  0.053
H: 1.399 -5.511 6.840  0.044
H: 1.054 -6.859 7.971  0.055
H: 1.368 -7.189 6.249  0.056
C: -4.936 6.481 -0.781  -0.274
S: -3.625 6.023 -1.927  0.783
O: -4.073 4.796 -2.629  -0.550
C: -2.444 5.522 -0.669  -0.266
H: -5.801 6.793 -1.365  0.041
H: -5.198 5.621 -0.165  0.059
H: -4.598 7.309 -0.157  0.047
H: -2.869 4.727 -0.054  0.028
H: -2.187 6.384 -0.052  0.058
H: -1.553 5.150 -1.173  0.040
C: 1.402 10.091 -1.133  -0.270
S: 2.779 9.669 -2.207  0.819
O: 2.382 8.444 -2.952  -0.561
C: 3.877 9.130 -0.897  -0.285
H: 0.571 10.411 -1.758  0.047
H: 1.109 9.216 -0.552  0.058
H: 1.696 10.906 -0.471  0.050
H: 3.405 8.319 -0.346  0.050
H: 4.097 9.961 -0.228  0.052
H: 4.801 8.774 -1.344  0.055
C: 3.326 7.656 3.522  -0.269
S: 5.079 7.742 3.135  0.805
O: 5.191 8.102 1.697  -0.563
C: 5.383 5.977 3.260  -0.269
H: 2.917 8.662 3.458  0.047
H: 2.823 7.007 2.805  0.063
H: 3.197 7.273 4.535  0.054
H: 4.741 5.443 2.560  0.065
H: 5.189 5.648 4.281  0.054
H: 6.427 5.797 3.011  0.048
C: -8.280 -3.432 -5.362  -0.265
S: -9.174 -1.874 -5.410  0.798
O: -8.555 -0.982 -4.402  -0.546
C: -10.694 -2.507 -4.689  -0.273
H: -7.274 -3.254 -5.736  0.051
H: -8.231 -3.795 -4.336  0.062
H: -8.784 -4.159 -6.001  0.051
H: -10.484 -2.932 -3.707  0.059
H: -11.122 -3.262 -5.348  0.050
H: -11.389 -1.676 -4.587  0.049
C: 5.442 -5.433 -0.397  -0.256
S: 4.033 -6.172 -1.222  0.856
O: 3.495 -7.212 -0.306  -0.645
C: 4.959 -7.030 -2.504  -0.263
H: 5.072 -4.883 0.466  0.033
H: 6.127 -6.212 -0.062  0.063
H: 5.952 -4.746 -1.073  0.060
H: 5.673 -7.716 -2.046  0.056
H: 5.478 -6.300 -3.125  0.052
H: 4.251 -7.589 -3.112  0.048
C: 4.805 -4.178 3.847  -0.322
S: 6.569 -4.519 3.898  0.845
O: 7.037 -4.608 2.490  -0.564
C: 6.413 -6.203 4.508  -0.266
H: 4.667 -3.175 3.447  0.070
H: 4.309 -4.903 3.199  -0.096
H: 4.395 -4.228 4.855  0.066
H: 5.808 -6.789 3.815  0.037
H: 5.953 -6.188 5.496  0.026
H: 7.411 -6.630 4.576  0.052

Output
* maximum force: 6.0 eV Å⁻¹
* Kohn-Sham gap: 6.343 eV
* 2S+1: 1
* charge: -1